Density functional theory data (wB97M-V/def2-TZVPD) for 4 unconnected molecules or ions with the total composition CH9NO5.

Structure (XYZ):
```
16
Properties=species:S:1:pos:R:3:nbo_charge:R:1
N -1.797 -0.387 -0.118 -0.883
C -1.653 -0.187 1.241 0.871
O -2.364 -0.658 2.096 -0.628
O -0.542 0.515 1.528 -0.707
H -1.359 0.378 -0.642 0.424
H -2.788 -0.487 -0.315 0.403
H -0.573 0.717 2.472 0.507
O 2.539 0.670 -0.441 -0.979
H 3.185 0.664 -1.156 0.470
H 2.118 -0.215 -0.471 0.503
O 1.036 -1.649 -0.481 -0.966
H 0.109 -1.383 -0.588 0.499
H 1.037 -2.213 0.299 0.483
O 0.031 1.425 -1.442 -0.969
H 0.061 1.686 -0.506 0.475
H 0.960 1.124 -1.476 0.495
```

Values from the calculation:
Energy ... -474.50513 a.u.
Spin multiplicity ... 1
HOMO level ... -10.9 eV
ΔE to the lowest compared entry with this formula, charge and spin ... 0.0 kcal/mol
F_max ... 0.99 eV Å⁻¹